C88H192Cl3N8 | wB97M-V/def2-TZVPD

Element x y z (Å)
C  11.54  22.73  18.91
C  12.77  23.01  19.75
C  13.53  24.35  19.54
C  14.40  24.78  20.75
N  15.62  25.61  20.27
C  15.16  26.90  19.51
C  15.66  28.09  20.31
C  15.74  27.60  21.72
C  16.23  26.19  21.60
C  16.70  24.72  19.53
C  17.20  23.59  20.43
C  16.93  22.17  20.00
H  10.75  23.44  19.17
H  11.03  21.80  19.15
H  11.72  22.92  17.85
H  13.47  22.17  19.69
H  12.30  23.08  20.73
H  12.75  25.10  19.38
H  14.12  24.32  18.63
H  14.72  24.04  21.48
H  13.82  25.54  21.26
H  15.49  26.79  18.48
H  14.07  26.92  19.39
H  16.62  28.32  19.86
H  15.03  28.95  20.08
H  16.31  28.26  22.36
H  14.74  27.49  22.15
H  17.31  26.11  21.59
H  16.01  25.50  22.42
H  17.46  25.49  19.35
H  16.36  24.37  18.56
H  17.01  23.77  21.49
H  18.26  23.82  20.31
H  17.21  21.85  18.99
H  15.85  22.05  19.91
H  17.38  21.41  20.64
C  25.61  30.23  9.94
C  26.00  28.75  9.96
C  24.91  27.92  10.73
C  25.46  26.53  10.96
N  24.53  25.61  11.88
C  24.63  26.05  13.38
C  25.29  24.86  14.11
C  26.01  24.20  12.98
C  25.13  24.20  11.80
C  23.06  25.62  11.41
C  22.79  25.22  9.96
C  21.32  25.51  9.55
H  26.34  30.94  9.55
H  25.09  30.61  10.82
H  24.74  30.35  9.29
H  26.92  28.53  10.50
H  26.15  28.31  8.98
H  24.01  27.84  10.11
H  24.62  28.28  11.71
H  26.48  26.59  11.34
H  25.55  26.13  9.95
H  23.71  26.37  13.87
H  25.25  26.94  13.41
H  24.53  24.20  14.51
H  25.88  25.19  14.97
H  26.36  23.20  13.25
H  26.91  24.67  12.59
H  24.28  23.52  11.80
H  25.64  24.06  10.84
H  22.85  26.66  11.65
H  22.47  25.04  12.12
H  23.01  24.15  9.88
H  23.49  25.65  9.25
H  21.18  25.36  8.48
H  21.01  26.49  9.91
H  20.75  24.71  10.02
C  10.01  16.69  17.19
C  10.58  18.11  17.60
C  12.08  18.27  17.28
C  13.02  17.16  17.80
N  14.55  17.47  17.89
C  14.88  18.62  18.93
C  14.93  17.99  20.32
C  15.21  16.53  20.03
C  15.26  16.26  18.49
C  15.03  17.99  16.50
C  14.72  16.96  15.46
C  15.36  17.27  14.13
H  10.50  15.79  17.56
H  9.80  16.46  16.14
H  8.97  16.62  17.51
H  10.46  18.24  18.68
H  9.91  18.87  17.20
H  12.34  19.29  17.55
H  12.02  18.31  16.19
H  12.89  16.21  17.28
H  12.68  16.82  18.78
H  15.87  19.00  18.68
H  14.29  19.53  18.88
H  15.76  18.51  20.80
H  14.06  18.31  20.89
H  16.12  16.16  20.49
H  14.40  15.89  20.39
H  16.31  16.33  18.19
H  14.73  15.40  18.09
H  16.12  18.01  16.59
H  14.52  18.95  16.36
H  13.65  16.83  15.28
H  15.26  16.07  15.77
H  15.01  18.25  13.78
H  15.26  16.43  13.45
H  16.41  17.50  14.31
C  23.63  26.19  21.89
C  23.85  25.24  20.73
C  22.77  24.13  20.64
C  22.76  23.08  21.85
N  21.85  21.84  21.66
C  22.41  20.89  20.58
C  21.66  21.30  19.28
C  20.36  22.04  19.76
C  20.38  22.15  21.24
C  21.79  20.96  22.96
C  23.21  20.59  23.42
C  23.24  19.52  24.47
H  22.66  26.70  21.91
H  24.46  26.89  21.86
H  23.74  25.75  22.88
H  24.92  25.02  20.76
H  23.82  25.82  19.81
H  22.84  23.78  19.61
H  21.85  24.70  20.72
H  22.49  23.69  22.71
H  23.78  22.77  22.09
H  22.25  19.85  20.85
H  23.50  20.94  20.49
H  21.61  20.44  18.60
H  22.37  21.98  18.82
H  19.49  21.42  19.58
H  20.29  23.03  19.30
H  19.78  21.32  21.62
H  20.01  23.03  21.77
H  21.17  20.14  22.59
H  21.25  21.49  23.74
H  23.56  21.53  23.85
H  23.98  20.37  22.69
H  22.87  19.84  25.44
H  24.30  19.30  24.58
H  22.84  18.52  24.28
C  18.90  16.47  14.32
C  19.51  16.91  13.02
C  20.76  17.78  13.09
C  21.82  17.31  14.13
N  23.29  17.88  13.85
C  24.31  16.97  14.56
C  25.55  16.93  13.69
C  25.23  17.62  12.38
C  23.74  17.78  12.35
C  23.38  19.37  14.33
C  24.75  20.14  14.35
C  24.50  21.58  14.91
H  19.62  15.93  14.93
H  18.00  15.88  14.18
H  18.81  17.34  14.98
H  18.67  17.14  12.35
H  19.82  15.99  12.53
H  20.54  18.80  13.38
H  21.09  17.82  12.06
H  21.85  16.23  14.18
H  21.67  17.62  15.16
H  24.48  17.33  15.58
H  23.79  16.02  14.59
H  26.45  17.42  14.05
H  25.88  15.93  13.41
H  25.64  18.62  12.28
H  25.46  16.91  11.59
H  23.34  18.67  11.87
H  23.18  16.93  11.96
H  22.96  19.28  15.33
H  22.82  19.94  13.59
H  25.14  20.26  13.34
H  25.50  19.63  14.96
H  25.49  22.02  15.00
H  23.96  21.53  15.86
H  23.76  22.13  14.32
C  19.21  28.17  12.39
C  20.40  27.82  13.29
C  20.12  28.15  14.72
C  21.28  28.82  15.41
N  21.06  29.38  16.90
C  22.40  29.69  17.64
C  22.67  28.44  18.53
C  21.29  28.06  18.95
C  20.49  28.14  17.68
C  20.20  30.69  17.01
C  20.72  31.85  16.25
C  19.83  33.14  16.35
H  18.28  27.75  12.77
H  19.31  27.83  11.36
H  18.95  29.23  12.37
H  21.23  28.45  12.96
H  20.71  26.78  13.19
H  19.70  27.26  15.18
H  19.28  28.85  14.81
H  21.71  29.68  14.90
H  22.09  28.09  15.48
H  22.45  30.63  18.19
H  23.20  29.79  16.92
H  23.33  28.58  19.39
H  23.12  27.69  17.88
H  20.98  28.69  19.78
H  21.16  27.03  19.27
H  19.43  28.34  17.88
H  20.76  27.26  17.11
H  20.05  30.80  18.08
H  19.29  30.41  16.48
H  20.94  31.64  15.21
H  21.68  32.10  16.70
H  20.46  34.01  16.14
H  19.33  33.29  17.31
H  19.02  33.04  15.62
C  18.70  18.67  18.20
C  19.37  18.28  19.48
C  20.10  16.93  19.44
C  19.27  15.68  19.60
N  20.07  14.36  19.63
C  20.94  14.22  20.87
C  21.10  12.67  21.16
C  19.85  12.07  20.46
C  19.02  13.25  20.02
C  20.74  14.25  18.19
C  22.24  14.57  18.15
C  22.72  14.68  16.74
H  18.16  19.61  18.31
H  18.05  17.86  17.85
H  19.54  18.80  17.52
H  18.74  18.28  20.37
H  20.17  19.00  19.69
H  20.92  16.83  20.15
H  20.65  16.88  18.50
H  18.53  15.51  18.81
H  18.66  15.71  20.51
H  21.91  14.70  20.76
H  20.32  14.64  21.67
H  22.05  12.35  20.72
H  21.14  12.49  22.24
H  20.06  11.34  19.68
H  19.34  11.43  21.19
H  18.48  13.08  19.09
H  18.38  13.64  20.82
H  20.21  14.78  17.40
H  20.73  13.18  18.03
H  22.71  13.74  18.69
H  22.44  15.51  18.66
H  23.80  14.60  16.68
H  22.35  15.55  16.20
H  22.45  13.84  16.10
C  17.51  19.29  10.56
C  17.29  19.85  11.91
C  18.26  20.93  12.24
C  17.93  21.61  13.60
N  18.84  22.88  13.88
C  20.28  22.34  14.19
C  20.24  21.84  15.66
C  19.30  22.88  16.38
C  18.50  23.61  15.24
C  18.93  23.87  12.71
C  17.65  24.55  12.22
C  17.80  25.08  10.83
H  18.57  19.04  10.49
H  17.16  20.07  9.88
H  16.95  18.37  10.45
H  17.47  19.05  12.63
H  16.23  20.08  12.05
H  18.41  21.62  11.40
H  19.26  20.50  12.22
H  18.10  20.91  14.42
H  16.94  21.99  13.84
H  21.13  22.99  13.98
H  20.40  21.50  13.50
H  21.21  21.82  16.15
H  19.94  20.79  15.71
H  19.84  23.61  16.98
H  18.61  22.32  17.01
H  18.56  24.69  15.16
H  17.45  23.53  15.51
H  19.56  23.38  11.97
H  19.55  24.62  13.21
H  17.35  25.26  12.99
H  16.89  23.78  12.28
H  17.02  25.66  10.35
H  18.07  24.23  10.19
H  18.61  25.80  10.75
Cl  22.01  21.39  11.04
Cl  22.34  25.02  16.31
Cl  15.33  21.76  16.65

## Properties
Net charge   +5
LUMO level   -8.69 eV
Calculated total energy   -143811.203 eV
HOMO-LUMO gap   6.736 eV
Largest force on an atom   3.03 eV Å⁻¹

Atom charges from the Mulliken analysis, given in e for atoms 1 to 4:
1 C -1.612
2 C -0.016
3 C -0.541
4 C -1.039